(w)
{"formula": "C23H67N5O8", "method": "ωB97M-V/def2-TZVPD", "smiles": "COC[C@H](C)N.COC[C@H](C)N.COC[C@H](C)N.COC[C@H](C)N.COC[C@H](C)N.CO.CO.CO", "gap_ev": 9.503, "elements": ["C", "O", "C", "C", "C", "N", "H", "H", "H", "H", "H", "H", "H", "H", "H", "H", "H", "C", "O", "C", "C", "C", "N", "H", "H", "H", "H", "H", "H", "H", "H", "H", "H", "H", "C", "O", "C", "C", "C", "N", "H", "H", "H", "H", "H", "H", "H", "H", "H", "H", "H", "C", "O", "C", "C", "C", "N", "H", "H", "H", "H", "H", "H", "H", "H", "H", "H", "H", "C", "O", "C", "C", "C", "N", "H", "H", "H", "H", "H", "H", "H", "H", "H", "H", "H", "C", "O", "H", "H", "H", "H", "C", "O", "H", "H", "H", "H", "C", "O", "H", "H", "H", "H"], "positions_angstrom": [[-3.56170, -24.55228, -20.70308], [-4.13153, -25.61570, -20.00773], [-5.41758, -25.92757, -20.44701], [-6.15829, -26.84479, -19.47277], [-5.45934, -28.19813, -19.32073], [-7.59459, -26.97057, -19.78194], [-3.37929, -24.78070, -21.76607], [-2.54782, -24.35964, -20.35795], [-4.14977, -23.62949, -20.71493], [-6.04080, -25.03350, -20.58150], [-5.42429, -26.40857, -21.43811], [-6.07335, -26.32662, -18.51280], [-4.57229, -28.21789, -18.68839], [-5.15895, -28.64778, -20.27363], [-6.18523, -28.90893, -18.91472], [-7.96807, -27.27129, -18.89212], [-7.73587, -27.65498, -20.51243], [-0.17238, -27.22244, -17.17034], [0.65515, -26.07486, -17.17816], [0.53672, -25.27808, -16.01759], [1.53437, -24.14279, -16.12374], [1.27623, -23.17901, -17.29664], [2.91529, -24.64698, -16.11867], [-0.09785, -27.65310, -18.16891], [-1.21962, -26.90180, -17.07669], [0.15380, -27.90734, -16.38470], [-0.49664, -24.89463, -16.03310], [0.64494, -25.80984, -15.06566], [1.45447, -23.57147, -15.19559], [1.37831, -23.67813, -18.26488], [2.07139, -22.43208, -17.27645], [0.30321, -22.68788, -17.35242], [3.17063, -25.00263, -17.02998], [3.49467, -23.86488, -15.84763], [6.11961, -20.08221, -22.46234], [5.07814, -19.36439, -21.85315], [4.46895, -20.04974, -20.78295], [3.08726, -19.46508, -20.51605], [2.49469, -19.99732, -19.19947], [2.18696, -19.88248, -21.61044], [6.61678, -19.41490, -23.17175], [5.82842, -20.99802, -22.97167], [6.93767, -20.20629, -21.74101], [4.35867, -21.12524, -20.98920], [5.16014, -20.05444, -19.92555], [3.12248, -18.38053, -20.40738], [3.28655, -19.78685, -18.46891], [2.38010, -21.08006, -19.19931], [1.63085, -19.43632, -18.85534], [2.15165, -20.89702, -21.54787], [2.66989, -19.72724, -22.49648], [-4.44219, -18.85391, -22.09793], [-5.37298, -17.76863, -22.13568], [-6.54442, -18.09619, -22.85058], [-7.43149, -16.87975, -22.92158], [-7.99050, -16.59651, -21.52786], [-8.55189, -17.12086, -23.87394], [-3.91420, -18.77225, -23.05200], [-5.00362, -19.79185, -22.00123], [-3.82244, -18.79862, -21.20701], [-6.26690, -18.42908, -23.86535], [-7.08172, -18.93479, -22.38322], [-6.83991, -16.04295, -23.29415], [-7.22861, -16.61310, -20.74946], [-8.83470, -17.22288, -21.24182], [-8.36795, -15.56631, -21.58047], [-8.78502, -18.11015, -23.88962], [-9.35360, -16.67098, -23.44368], [0.41187, -24.37480, -25.72410], [1.38113, -24.63064, -24.75241], [0.88436, -24.54192, -23.41570], [2.04289, -24.78637, -22.48093], [1.47205, -24.80639, -21.03320], [3.03141, -23.69240, -22.44922], [-0.13366, -23.43286, -25.54869], [-0.39015, -25.11974, -25.79122], [0.92257, -24.26397, -26.67889], [0.45178, -23.54186, -23.30504], [0.11069, -25.28899, -23.20114], [2.61958, -25.70449, -22.57632], [1.11659, -23.84145, -20.68389], [2.17203, -25.31718, -20.37472], [0.62835, -25.51388, -21.05670], [3.43768, -23.60929, -23.38686], [2.56345, -22.79465, -22.34364], [-1.10989, -17.81266, -21.44077], [-0.02702, -17.83681, -20.51570], [-1.92806, -17.29540, -20.94607], [-0.76982, -17.31200, -22.35337], [-1.42839, -18.82470, -21.70201], [0.69530, -18.34935, -20.91025], [-1.34316, -21.67444, -20.25148], [-0.33905, -21.63884, -21.23562], [-1.10289, -20.90209, -19.49833], [-2.36301, -21.39471, -20.52018], [-1.24729, -22.56743, -19.63338], [-0.61568, -21.13995, -22.01887], [-2.21839, -21.11107, -24.69131], [-1.34063, -20.56496, -23.69734], [-2.57669, -22.04246, -24.25420], [-3.09530, -20.48375, -24.85955], [-1.71113, -21.29350, -25.63691], [-0.75794, -19.94609, -24.15214]]}

***

(x)
{"formula": "C23H67N5O8", "method": "ωB97M-V/def2-TZVPD", "smiles": "COC[C@H](C)N.COC[C@H](C)N.COC[C@H](C)N.COC[C@H](C)N.COC[C@H](C)N.CO.CO.CO", "gap_ev": 10.032, "elements": ["C", "O", "C", "C", "C", "N", "H", "H", "H", "H", "H", "H", "H", "H", "H", "H", "H", "C", "O", "C", "C", "C", "N", "H", "H", "H", "H", "H", "H", "H", "H", "H", "H", "H", "C", "O", "C", "C", "C", "N", "H", "H", "H", "H", "H", "H", "H", "H", "H", "H", "H", "C", "O", "C", "C", "C", "N", "H", "H", "H", "H", "H", "H", "H", "H", "H", "H", "H", "C", "O", "C", "C", "C", "N", "H", "H", "H", "H", "H", "H", "H", "H", "H", "H", "H", "C", "O", "H", "H", "H", "H", "C", "O", "H", "H", "H", "H", "C", "O", "H", "H", "H", "H"], "positions_angstrom": [[-1.29021, -2.17924, -4.19757], [0.00592, -2.40966, -3.71451], [0.69293, -1.22824, -3.33893], [2.09585, -1.60582, -2.92777], [2.89040, -0.37752, -2.48976], [2.86537, -2.21755, -4.03585], [-1.32529, -1.52678, -5.08010], [-1.91654, -1.76786, -3.39664], [-1.68988, -3.13397, -4.53804], [0.71651, -0.56891, -4.22388], [0.11959, -0.69400, -2.56820], [2.06148, -2.30084, -2.08741], [3.18340, 0.23833, -3.34338], [3.84452, -0.67575, -2.05325], [2.34075, 0.21636, -1.75548], [2.69946, -1.63843, -4.85807], [2.37511, -3.07930, -4.27530], [-2.09232, -1.85695, 0.15605], [-0.88037, -1.20069, 0.36293], [-0.54921, -1.06929, 1.72068], [0.86172, -0.51506, 1.88938], [1.83840, -1.41610, 1.15263], [1.18553, -0.54354, 3.32676], [-2.91677, -1.30193, 0.63067], [-2.08540, -2.89648, 0.49746], [-2.39182, -1.83029, -0.89383], [-1.25972, -0.41144, 2.24359], [-0.60763, -2.03798, 2.23641], [0.84916, 0.51297, 1.50766], [2.86637, -1.03866, 1.21210], [1.61142, -1.41533, 0.08616], [1.87652, -2.42970, 1.55091], [2.19289, -0.37783, 3.36926], [0.78834, 0.28920, 3.77715], [-4.92026, -3.33639, -2.40815], [-4.90918, -3.44837, -3.81361], [-5.24012, -2.22379, -4.44061], [-5.70411, -2.44331, -5.87273], [-4.55519, -2.95130, -6.72884], [-6.30510, -1.20054, -6.37939], [-4.29454, -2.49562, -2.08458], [-4.37732, -4.21930, -2.06702], [-5.92028, -3.27433, -1.97573], [-6.02791, -1.72651, -3.85207], [-4.37399, -1.55320, -4.37029], [-6.46954, -3.22435, -5.76913], [-3.98109, -3.70104, -6.18590], [-3.88344, -2.15645, -7.05268], [-4.97923, -3.44198, -7.60937], [-7.09340, -0.99085, -5.77581], [-6.67600, -1.39174, -7.30376], [6.05052, 3.77093, 0.54785], [4.99840, 3.15311, 1.24127], [5.39486, 1.90903, 1.79091], [4.20834, 1.31658, 2.51177], [3.73365, 2.17093, 3.69694], [4.46139, -0.01605, 3.09511], [6.93768, 4.00473, 1.15087], [5.71507, 4.74949, 0.20280], [6.36546, 3.16583, -0.30829], [5.68490, 1.24699, 0.95966], [6.27335, 2.01632, 2.44047], [3.33279, 1.24059, 1.85974], [3.32977, 3.14348, 3.41285], [4.52655, 2.46122, 4.39521], [2.98382, 1.60566, 4.24571], [5.28943, 0.08713, 3.68243], [4.77715, -0.68133, 2.38954], [-0.09295, 1.04424, 5.89326], [0.46774, 1.83715, 4.86450], [-0.42532, 2.83926, 4.40267], [0.35980, 3.87838, 3.63231], [-0.41679, 5.15367, 3.39538], [0.91302, 3.32534, 2.37976], [0.58451, 0.22876, 6.12730], [-1.07928, 0.64549, 5.63003], [-0.26769, 1.65904, 6.78451], [-1.20281, 2.39815, 3.76440], [-0.90108, 3.30783, 5.27133], [1.21320, 4.08812, 4.29839], [0.12338, 5.83298, 2.73906], [-0.69521, 5.62868, 4.33682], [-1.38019, 4.93347, 2.92235], [1.56805, 2.61669, 2.70245], [1.52044, 4.03452, 1.97563], [3.00161, -3.14824, 4.59049], [1.63644, -3.03231, 4.98757], [3.43634, -2.16822, 4.38147], [3.54275, -3.60550, 5.41705], [3.05527, -3.77376, 3.69507], [1.26992, -2.25813, 4.53234], [-0.71497, 1.86678, -0.79669], [-1.09340, 2.48016, 0.41018], [-0.02854, 2.46608, -1.40810], [-0.20943, 0.90790, -0.63261], [-1.62108, 1.67641, -1.37021], [-0.31808, 2.75270, 0.93060], [-4.34878, 0.72345, -2.79673], [-5.62221, 1.23112, -2.45255], [-3.57646, 1.45598, -2.52211], [-4.07576, -0.18609, -2.25679], [-4.27886, 0.62037, -3.87434], [-5.65256, 1.46224, -1.52187]]}

***

Of them, (x) has the highest stability.

***

(w)
{"formula": "C12H14N2O", "method": "ωB97M-V/def2-TZVPD", "smiles": "C/C=N\\C(=O)/C(C)=C\\Nc1ccccc1", "gap_ev": 8.382, "elements": ["C", "C", "N", "C", "O", "C", "C", "C", "N", "C", "C", "C", "C", "C", "C", "H", "H", "H", "H", "H", "H", "H", "H", "H", "H", "H", "H", "H", "H"], "positions_angstrom": [[0.49846, 1.64966, -2.76019], [0.81536, 0.21360, -2.51275], [-0.02221, -0.69817, -2.30539], [-1.40969, -0.57815, -2.32923], [-2.01954, -0.65336, -3.37918], [-2.05159, -0.41647, -1.01825], [-3.52417, -0.11157, -1.05708], [-1.39308, -0.46927, 0.16092], [-0.10819, -0.87802, 0.34005], [0.72327, -0.57142, 1.39836], [0.40566, 0.40130, 2.34824], [1.29701, 0.70022, 3.36043], [2.51467, 0.04593, 3.44526], [2.83334, -0.92307, 2.50678], [1.95015, -1.23268, 1.49283], [0.12806, 1.76523, -3.78085], [1.37680, 2.27521, -2.63139], [-0.29667, 1.97954, -2.09067], [1.86398, -0.06986, -2.49469], [-3.86427, -0.17555, -2.08775], [-3.73157, 0.89020, -0.68442], [-4.08386, -0.82536, -0.45686], [-1.93137, -0.22519, 1.06995], [0.31305, -1.36376, -0.44627], [-0.52645, 0.93934, 2.27727], [1.04161, 1.46391, 4.08096], [3.21492, 0.29356, 4.22762], [3.78063, -1.43827, 2.56414], [2.20571, -1.98752, 0.76214]]}

***

(x)
{"formula": "C12H14N2O", "method": "ωB97M-V/def2-TZVPD", "smiles": "COc1cccc2cc3n(c12)CCNC3", "gap_ev": 8.390, "elements": ["C", "O", "C", "C", "C", "C", "C", "C", "C", "N", "C", "C", "C", "N", "C", "H", "H", "H", "H", "H", "H", "H", "H", "H", "H", "H", "H", "H", "H"], "positions_angstrom": [[1.39787, -2.16817, 2.14585], [0.86524, -2.06488, 0.85179], [1.46537, -1.10443, -0.01422], [2.75623, -1.21019, -0.43136], [3.23874, -0.25425, -1.29941], [2.42716, 0.72900, -1.93699], [1.09112, 0.80556, -1.50172], [0.09456, 1.77936, -1.61240], [-0.96001, 1.46480, -0.80895], [-0.67368, 0.22322, -0.19440], [0.63512, -0.13188, -0.52965], [-1.43177, -0.53438, 0.69642], [-2.88911, -0.04307, 0.63182], [-2.78556, 1.39134, 0.72035], [-2.29928, 2.02323, -0.48280], [0.94369, -2.97870, 2.72191], [1.23900, -1.22586, 2.70045], [2.50778, -2.23761, 2.17504], [3.41292, -2.00524, -0.03105], [4.27882, -0.27691, -1.59827], [2.88311, 1.29051, -2.73059], [0.07574, 2.70176, -2.19487], [-1.35342, -1.56776, 0.37748], [-1.08227, -0.51708, 1.75021], [-3.48976, -0.40928, -0.27627], [-3.46180, -0.44381, 1.47611], [-3.68480, 1.77640, 0.99013], [-2.89556, 1.88279, -1.38865], [-2.30543, 3.10551, -0.20593]]}

***

(y)
{"formula": "C12H14N2O", "method": "ωB97M-V/def2-TZVPD", "smiles": "CC1=NC(C)(C)[N+]([O-])=C1c1ccccc1", "gap_ev": [7.935, 7.936], "elements": ["C", "C", "N", "C", "C", "C", "N", "O", "C", "C", "C", "C", "C", "C", "C", "H", "H", "H", "H", "H", "H", "H", "H", "H", "H", "H", "H", "H", "H"], "positions_angstrom": [[0.35048, -0.05820, 2.36447], [0.69412, 0.35702, 1.01607], [1.77725, 0.86947, 0.62834], [1.73534, 0.98324, -0.80263], [1.64574, 2.46400, -1.23496], [2.90195, 0.21643, -1.47466], [0.45919, 0.44033, -1.23389], [0.04286, 0.66426, -2.39988], [-0.18364, 0.00819, -0.04708], [-1.43017, -0.68075, 0.15291], [-1.89870, -1.72557, -0.69123], [-3.09802, -2.32936, -0.46987], [-4.01805, -1.75135, 0.39964], [-3.67286, -0.63216, 1.13923], [-2.40346, -0.14675, 1.06482], [1.03244, 0.25709, 3.13345], [0.39204, -1.22955, 2.44050], [-0.64224, 0.32747, 2.70766], [0.79036, 2.92842, -0.75203], [1.55638, 2.51036, -2.39651], [2.55930, 2.91351, -0.95471], [3.70897, 0.78211, -1.23143], [2.77653, 0.19571, -2.54816], [3.26617, -0.72134, -0.90211], [-1.23061, -2.36354, -1.35804], [-3.19640, -3.28791, -0.88914], [-5.01602, -2.18983, 0.53288], [-4.38594, -0.09963, 1.87689], [-2.35503, 0.74958, 1.75450]]}

***

Of them, (w) has the highest stability.

***

(w)
{"formula": "C4H9NO2", "method": "ωB97M-V/def2-TZVPD", "total_charge": -2, "smiles": "[O-]CCCNC[O-]", "gap_ev": 6.604, "elements": ["O", "C", "C", "C", "N", "C", "O", "H", "H", "H", "H", "H", "H", "H", "H", "H"], "positions_angstrom": [[-3.61753, 0.02086, -0.15300], [-2.43016, 0.39484, 0.37620], [-1.16711, -0.14453, -0.35051], [0.16279, 0.37954, 0.18130], [1.29133, 0.08749, -0.69780], [2.60614, -0.38279, -0.02855], [2.58084, -0.64052, 1.25753], [-2.26046, 1.50536, 0.40621], [-2.30715, 0.07941, 1.43786], [-1.16323, -1.24125, -0.27416], [-1.30217, 0.05372, -1.42338], [0.05911, 1.46667, 0.32219], [0.29731, -0.01490, 1.19882], [0.99474, -0.69872, -1.26533], [2.90569, -1.27497, -0.66544], [3.34988, 0.40980, -0.32196]]}

***

(x)
{"formula": "C4H9NO2", "method": "ωB97M-V/def2-TZVPD", "total_charge": -2, "smiles": "[O-]CCCNC[O-]", "gap_ev": 6.691, "elements": ["O", "C", "C", "C", "N", "C", "O", "H", "H", "H", "H", "H", "H", "H", "H", "H"], "positions_angstrom": [[-3.60779, 0.18462, -0.13176], [-2.33401, 0.43818, -0.46780], [-1.27849, -0.55559, 0.10274], [0.18514, -0.24277, -0.27385], [1.10549, -0.04270, 0.85045], [2.56098, 0.00699, 0.42345], [2.89274, 0.75141, -0.61359], [-2.11951, 0.46315, -1.57155], [-1.95706, 1.43809, -0.13778], [-1.41230, -0.63756, 1.18436], [-1.55644, -1.52708, -0.33540], [0.57642, -1.02576, -0.93862], [0.18573, 0.62107, -0.95884], [0.90631, 0.90053, 1.18021], [3.04191, 0.31293, 1.38906], [2.81087, -1.08551, 0.29891]]}

***

Of them, (x) has the highest stability.

***

(w)
{"formula": "H3N3O3", "method": "ωB97M-V/def2-TZVPD", "smiles": "[H]/N=N/N=O.OO", "gap_ev": 9.829, "elements": ["H", "N", "N", "N", "O", "O", "O", "H", "H"], "positions_angstrom": [[-1.38743, 2.79297, 0.99163], [-1.23956, 1.87889, 0.59458], [-0.28672, 1.85709, -0.18648], [0.24481, 1.37832, -1.05629], [1.04875, 0.64439, -1.56635], [0.07410, -2.52239, -0.15702], [0.85231, -2.33535, 0.95202], [0.33646, -1.96708, -0.96050], [0.35727, -1.72684, 1.38841]]}

***

(x)
{"formula": "H3N3O3", "method": "ωB97M-V/def2-TZVPD", "smiles": "O=NO.N#N.O", "gap_ev": 10.451, "elements": ["O", "N", "O", "H", "N", "N", "O", "H", "H"], "positions_angstrom": [[-4.07879, 0.74637, -0.26673], [-3.05323, 0.87647, 0.26675], [-2.70287, -0.16611, 1.20276], [-1.74572, -0.26574, 1.18042], [-1.53265, 3.89070, -0.28528], [-2.52481, 3.45537, -0.10240], [-0.06646, 0.68601, 0.03974], [-0.73286, 0.97210, -0.72003], [0.57117, 1.40674, 0.24819]]}

***

Of them, (x) has the highest stability.